(1)
The following is a quantum chemistry calculation of a molecular structure, C44H49CaN7O2S2Se, from the Open Molecules 2025 dataset.

Element x y z (Å)
Ca: -0.4280 -0.0546 -0.3629
C: 2.1347 1.3750 1.1800
N: 1.9222 1.2532 -0.2645
C: 1.8230 2.5866 -0.8864
C: 0.4125 3.0960 -1.1941
C: -0.4640 3.4301 0.0071
N: -0.7978 2.2292 0.7465
C: -1.8501 2.2150 1.4644
C: -2.3228 1.1117 2.2779
C: -3.5819 1.2558 2.8823
C: -4.1382 0.2767 3.6690
C: -3.4091 -0.9061 3.8722
C: -2.1678 -1.0773 3.3169
C: -1.5614 -0.0857 2.4867
O: -0.4056 -0.2837 1.9709
C: 3.0482 0.4780 -0.8066
C: 2.9871 0.0934 -2.2819
C: 1.8377 -0.8385 -2.6561
N: 0.5781 -0.1230 -2.6046
C: -0.0735 0.0053 -3.6906
C: -1.2919 0.7897 -3.8862
C: -1.5117 1.2575 -5.1849
C: -2.5566 2.0983 -5.5106
C: -3.4398 2.4704 -4.4906
C: -3.2779 1.9947 -3.2115
C: -2.2174 1.1142 -2.8475
O: -2.1457 0.6652 -1.6475
H: 3.1182 1.8284 1.3970
H: 2.0774 0.3881 1.6346
H: 1.3456 1.9734 1.6255
H: 2.3580 2.5604 -1.8357
H: 2.3497 3.3202 -0.2543
H: -0.1047 2.3773 -1.8338
H: 0.5308 4.0060 -1.7923
H: -1.3696 3.9499 -0.3334
H: 0.0834 4.1212 0.6649
H: -2.5065 3.1009 1.4920
H: -4.1332 2.1736 2.6958
H: -5.1250 0.3989 4.0955
H: -3.8442 -1.7073 4.4595
H: -1.6203 -2.0051 3.4416
H: 3.0948 -0.4462 -0.2220
H: 3.9913 1.0288 -0.6176
H: 3.9341 -0.4104 -2.5044
H: 2.9542 0.9808 -2.9216
H: 1.7782 -1.6735 -1.9503
H: 2.0058 -1.2841 -3.6444
H: 0.3247 -0.4360 -4.6118
H: -0.8190 0.9398 -5.9590
H: -2.6960 2.4445 -6.5269
H: -4.2752 3.1273 -4.7126
H: -3.9815 2.2508 -2.4274
S: -0.1746 -2.9560 -0.7360
C: -1.7909 -3.2429 -1.3546
C: -2.8376 -3.4007 -0.4482
C: -4.1478 -3.6812 -0.8318
C: -5.1628 -3.8657 0.1573
N: -5.9728 -4.0293 0.9625
C: -4.4259 -3.8006 -2.2046
C: -3.4015 -3.6367 -3.1227
C: -2.0666 -3.3611 -2.7621
S: -0.8810 -3.2284 -4.0062
C: -5.7473 -4.1078 -2.6707
N: -6.8008 -4.3681 -3.0590
H: -2.6108 -3.3101 0.6072
H: -3.6244 -3.7316 -4.1774
C: 5.8722 -4.6371 1.3885
C: 6.2487 -3.6548 2.4921
C: 6.6159 -2.2699 1.9612
C: 5.4211 -1.4766 1.4348
N: 4.5292 -1.0711 2.5033
C: 3.2926 -1.6175 2.7637
Se: 2.4103 -2.8707 1.7991
N: 2.8008 -0.9467 3.8506
C: 1.4659 -1.1562 4.3993
C: 1.3533 -2.3901 5.2831
C: 2.2937 -2.4373 6.4900
C: 3.7166 -2.8943 6.1668
C: 3.6937 0.0239 4.2566
C: 3.6455 0.9620 5.2734
C: 4.7282 1.8265 5.4011
C: 5.8215 1.7519 4.5417
C: 5.8733 0.8047 3.5234
C: 4.7961 -0.0547 3.3993
H: 5.7062 -5.6352 1.7962
H: 6.6681 -4.7051 0.6414
H: 4.9500 -4.3355 0.8916
H: 7.0977 -4.0470 3.0604
H: 5.4160 -3.5625 3.1959
H: 7.3446 -2.3710 1.1502
H: 7.1010 -1.6871 2.7504
H: 4.8242 -2.0654 0.7374
H: 5.7568 -0.5735 0.9180
H: 0.7755 -1.2154 3.5559
H: 1.2154 -0.2558 4.9636
H: 1.5024 -3.2770 4.6622
H: 0.3154 -2.4201 5.6255
H: 1.8731 -3.1294 7.2253
H: 2.3199 -1.4563 6.9788
H: 3.6945 -3.8321 5.6072
H: 4.2909 -3.0584 7.0814
H: 4.2599 -2.1651 5.5657
H: 2.7952 1.0302 5.9379
H: 4.7156 2.5761 6.1819
H: 6.6449 2.4438 4.6641
H: 6.7194 0.7482 2.8514

Cartesian forces (eV/Å) of the 6 atoms listed first:
-0.0196 -0.6278 -0.0379
-0.0027 0.0308 -0.0016
0.0205 0.0386 0.0537
-0.0214 0.0190 -0.0368
0.0140 0.0290 0.0343
0.0240 0.0431 -0.0259

Multiplicity: 1
Highest occupied orbital energy, eV: -0.84
Total energy, eV: -166411.4634
Total charge: -2
Energy relative to the best compared isomer or geometry (same formula, charge and spin), kcal per mole: 18.3
LUMO energy, eV: 3.422
Kohn-Sham gap, eV: 4.263

Here are the Mulliken charges for atoms 1 to 5, given in e: atom 1 (Ca): 1.173, atom 2 (C): -1.287, atom 3 (N): 2.553, atom 4 (C): -1.580, atom 5 (C): -0.011

=====

(2)
The following is a quantum chemistry calculation of a molecular structure, C44H49Cl2N4NaO5P2S2, from the Open Molecules 2025 dataset.

Element x y z (Å)
Na: -0.1523 0.5173 0.3721
S: -1.0242 2.8605 -1.9238
P: -2.7097 2.1032 -1.1485
C: -2.6088 1.2297 0.2545
P: -3.3726 -0.0457 0.9848
S: -3.0689 -0.2373 2.9659
C: -2.9382 -1.6610 0.1981
C: -2.0195 -2.5201 0.7944
C: -1.6031 -3.6818 0.1539
C: -2.1354 -4.0136 -1.0841
C: -3.0720 -3.1757 -1.6801
C: -3.4601 -2.0015 -1.0513
C: -5.2219 -0.1117 0.8370
C: -5.9299 1.0827 0.7669
C: -7.3175 1.0949 0.7188
C: -8.0232 -0.1003 0.7370
C: -7.3279 -1.3009 0.8186
C: -5.9415 -1.3045 0.8762
C: -3.5944 1.2069 -2.5021
C: -4.9825 1.0751 -2.5121
C: -5.6107 0.2324 -3.4192
C: -4.8567 -0.4931 -4.3336
C: -3.4743 -0.3553 -4.3429
C: -2.8514 0.4933 -3.4386
C: -3.8023 3.5889 -0.9539
C: -4.0663 4.0752 0.3203
C: -4.8224 5.2270 0.5016
C: -5.3330 5.9031 -0.5974
C: -5.0712 5.4263 -1.8776
C: -4.3038 4.2847 -2.0519
H: -1.6534 -2.2737 1.7852
H: -0.8742 -4.3311 0.6249
H: -1.8103 -4.9176 -1.5852
H: -3.4885 -3.4244 -2.6500
H: -4.1755 -1.3468 -1.5359
H: -5.3778 2.0130 0.7379
H: -7.8457 2.0402 0.6578
H: -9.1064 -0.0981 0.6891
H: -7.8690 -2.2404 0.8389
H: -5.4100 -2.2453 0.9538
H: -5.5798 1.6217 -1.7934
H: -6.6901 0.1323 -3.4009
H: -5.3442 -1.1620 -5.0337
H: -2.8777 -0.9187 -5.0516
H: -1.7741 0.6155 -3.4379
H: -3.6696 3.5156 1.1624
H: -5.0206 5.5932 1.5030
H: -5.9307 6.7973 -0.4603
H: -5.4629 5.9522 -2.7414
H: -4.0794 3.9274 -3.0505
C: 3.3824 0.1097 0.4539
O: 2.4234 1.0514 0.0166
C: 2.3961 1.2007 -1.3920
C: 1.8965 -0.0357 -2.1081
O: 0.5983 -0.3153 -1.6292
C: 0.0126 -1.4297 -2.2793
H: 4.3856 0.3921 0.1032
H: 3.1651 -0.9012 0.0975
H: 3.3606 0.1208 1.5422
H: 3.3990 1.4528 -1.7685
H: 1.7127 2.0281 -1.5859
H: 2.5446 -0.9052 -1.9478
H: 1.8608 0.1751 -3.1870
H: -0.0207 -1.2603 -3.3637
H: -1.0034 -1.5254 -1.9042
H: 0.5796 -2.3403 -2.0671
C: 3.0403 -7.1623 3.3120
C: 2.9677 -6.2168 2.1186
N: 2.6532 -4.8501 2.5144
C: 3.7666 -3.9904 2.8878
C: 4.5901 -3.4966 1.7079
C: 1.3494 -4.5520 2.7420
O: 0.4691 -5.4032 2.7068
C: 1.0045 -3.1262 3.0621
C: 0.4151 -2.8112 4.2787
C: 0.0706 -1.4990 4.5345
C: 0.2952 -0.5497 3.5482
N: 0.8219 -0.8419 2.3622
C: 1.1739 -2.1117 2.1245
H: 3.3069 -8.1689 2.9822
H: 2.0718 -7.2060 3.8097
H: 3.7922 -6.8364 4.0360
H: 2.2146 -6.5364 1.4041
H: 3.9125 -6.1936 1.5761
H: 4.4055 -4.5516 3.5817
H: 3.3741 -3.1408 3.4442
H: 4.9995 -4.3265 1.1296
H: 5.4247 -2.8901 2.0679
H: 3.9785 -2.9054 1.0290
H: 0.2230 -3.5936 5.0035
H: -0.4063 -1.2117 5.4615
H: 0.0175 0.4855 3.6987
H: 1.5834 -2.3458 1.1436
Cl: 5.2200 -2.4783 -1.9611
C: 4.1123 -3.8367 -2.3109
Cl: 3.3276 -3.5802 -3.8968
C: 3.0140 -4.0295 -1.2072
O: 2.8036 -5.2247 -0.9565
O: 2.5125 -2.9886 -0.7556
H: 4.7221 -4.7264 -2.4019
N: -1.1072 3.8042 3.4435
C: 0.1273 4.3938 3.6041
C: 0.9652 3.6798 2.7997
N: 0.2783 2.6791 2.1570
C: -0.9648 2.7828 2.5616
H: -1.9700 4.0751 3.8778
H: 0.2850 5.2426 4.2460
H: 2.0205 3.8288 2.6375
H: -1.7879 2.1645 2.2213

Cartesian forces (eV/Å) of the 6 atoms listed first:
0.1629 0.5074 0.1693
0.0220 0.0084 -0.0028
-0.0326 -0.0085 0.1073
-0.0371 -0.1757 -0.0647
-0.1651 0.0467 0.0186
-0.0072 0.0219 0.0313

Multiplicity: 1
Highest occupied orbital energy, eV: -1.73
Total energy, eV: -132335.6979
Total charge: -2
Energy relative to the best compared isomer or geometry (same formula, charge and spin), kcal per mole: 4.0
LUMO energy, eV: 3.536
Kohn-Sham gap, eV: 5.262

Here are the Mulliken charges for atoms 1 to 5, given in e: atom 1 (Na): 0.939, atom 2 (S): -0.760, atom 3 (P): 1.703, atom 4 (C): -0.303, atom 5 (P): 1.500

=====

(3)
The following is a quantum chemistry calculation of a molecular structure, C44H50BClHfIN10OTe in a non-equilibrium geometry, from the Open Molecules 2025 dataset.

Element x y z (Å)
Hf: 0.9950 0.6872 -0.0401
C: -0.5164 -2.6408 -0.6286
C: -0.0698 -2.2102 0.7797
C: 0.1071 -3.0454 1.9098
C: 0.2295 -2.1660 2.9870
N: 0.1637 -0.8478 2.5387
N: 0.0784 -0.9206 1.0881
B: 0.4796 0.4732 3.2684
N: 1.8953 1.0162 3.0558
C: 2.9480 1.4482 3.8288
C: 4.1085 1.6414 3.0616
C: 3.6870 1.3417 1.7397
C: 4.6165 1.3731 0.5350
N: 2.3525 1.1010 1.7182
N: -0.5072 1.5516 2.5803
C: -1.1723 2.4548 3.2821
C: -1.9918 3.2210 2.4205
C: -1.6735 2.7553 1.1216
C: -2.3198 3.1493 -0.2046
N: -0.7234 1.7444 1.2216
N: 0.1422 0.2748 4.7567
C: -1.0478 -0.3393 5.1148
C: -0.8870 -0.9865 6.3247
C: 0.4970 -0.7314 6.6955
C: 1.1893 -1.1754 7.9610
N: 1.1055 -0.0182 5.7301
H: 0.3662 -3.1066 -1.1425
H: -0.6843 -1.6790 -1.1667
H: -1.3835 -3.3319 -0.7424
H: 0.2228 -4.0971 1.9720
H: 0.3839 -2.3987 4.0257
H: 2.8359 1.5133 4.8712
H: 5.0488 2.0105 3.4143
H: 4.9639 0.3375 0.2704
H: 5.5422 1.9127 0.8680
H: 4.1850 1.7983 -0.4077
H: -1.0910 2.4844 4.3775
H: -2.6146 4.0432 2.6413
H: -3.0092 3.9783 0.0610
H: -2.9458 2.3565 -0.6176
H: -1.6285 3.4055 -0.9979
H: -1.9064 -0.4268 4.4423
H: -1.4766 -1.6463 6.9227
H: 0.5453 -1.8188 8.5592
H: 1.5540 -0.3037 8.5461
H: 2.0451 -1.7831 7.5986
I: 3.5254 -2.2310 2.2020
C: 4.0508 -2.5512 0.1401
C: 4.8976 -3.6667 -0.1124
C: 4.8322 -4.3638 -1.3208
C: 3.9120 -3.9554 -2.2758
C: 3.2317 -2.6993 -2.1234
C: 2.5952 -2.1455 -3.2752
C: 2.1041 -0.8719 -3.2132
C: 2.2291 -0.1407 -2.0141
C: 2.5031 -0.7597 -0.7565
C: 3.2386 -1.9995 -0.8694
H: 5.5532 -4.0302 0.6737
H: 5.5557 -5.1584 -1.4699
H: 3.7391 -4.4927 -3.2095
H: 2.4513 -2.8221 -4.1240
H: 1.6724 -0.4259 -4.0700
H: 1.9705 0.9360 -2.1235
Te: -3.2141 -2.2235 -3.3501
C: -4.4448 -3.8146 -3.9488
C: -4.9707 -4.7923 -3.1017
C: -5.6997 -5.8309 -3.6739
C: -5.9268 -5.9191 -5.0333
C: -5.5451 -4.8772 -5.8773
C: -4.7977 -3.8572 -5.3480
C: -4.8884 -1.6059 -2.1927
C: -5.1900 -2.1525 -0.9415
C: -6.2550 -1.6892 -0.1389
C: -7.0554 -0.6400 -0.6250
C: -6.7774 -0.1053 -1.8930
C: -5.7315 -0.5961 -2.6689
H: -4.8200 -4.7657 -2.0051
H: -6.0745 -6.6608 -3.0289
H: -6.4811 -6.7888 -5.4387
H: -5.9506 -4.7761 -6.8836
H: -4.4164 -3.0912 -5.9850
H: -4.5423 -2.9300 -0.5634
H: -6.4650 -2.1987 0.8065
H: -7.8915 -0.2837 -0.0398
H: -7.3095 0.8045 -2.2350
H: -5.5063 -0.1324 -3.6007
Cl: -0.6418 0.7854 -3.2978
C: -0.6638 0.8871 -1.4871
H: -1.6723 0.5783 -1.3209
H: -0.6433 1.9419 -1.2981
C: 1.6902 4.6021 1.3267
N: 2.3612 4.7769 -0.0096
C: 3.2661 5.8979 -0.0733
C: 2.2329 3.8662 -0.9616
O: 1.7615 2.6872 -0.6654
N: 2.5229 4.2353 -2.2321
C: 2.6362 5.5992 -2.7148
C: 2.7864 3.1904 -3.2902
H: 1.4243 5.6146 1.7396
H: 2.4020 4.0852 1.9776
H: 0.7875 3.9606 1.2793
H: 3.6308 6.1017 0.9337
H: 2.7570 6.8112 -0.4006
H: 4.1488 5.7065 -0.7131
H: 1.8925 6.2222 -2.2581
H: 2.3855 5.5528 -3.8056
H: 3.6832 6.0229 -2.6407
H: 3.6759 2.5209 -3.0917
H: 2.9362 3.7074 -4.2317
H: 1.8924 2.5513 -3.3978

Cartesian forces (eV/Å) of the 6 atoms listed first:
-0.2062 2.2742 0.3387
1.6359 0.9405 -0.2646
-0.5815 -1.5851 -0.3939
-0.1113 2.2433 0.5492
-0.0664 1.4378 -1.5462
0.9430 -2.6283 -2.0076

<S²>: 0.78
Multiplicity: 2
Highest occupied orbital energy (spin up / spin down), eV: -11.32 / -11.31
Total energy, eV: -93273.8603
Total charge: +2
Energy relative to the best compared isomer or geometry (same formula, charge and spin), kcal per mole: 40.1
LUMO energy (spin up / spin down), eV: -6.249 / -9.112
Kohn-Sham gap (spin up / spin down), eV: 5.071 / 2.197

Here are the Mulliken charges for atoms 1 to 5, given in e: atom 1 (Hf): 0.673, atom 2 (C): -0.603, atom 3 (C): 0.439, atom 4 (C): -1.523, atom 5 (C): -0.116

=====

(4)
The following is a quantum chemistry calculation of a molecular structure, C44H51NO5PS2SiZn, from the Open Molecules 2025 dataset.

Element x y z (Å)
Zn: 0.6108 -0.9231 0.5705
O: 4.3184 -0.4833 -0.1789
C: 3.4124 -0.9963 -0.8332
O: 2.4087 -1.6635 -0.3767
C: 3.4357 -0.8925 -2.3489
C: 4.6153 -0.5231 -2.9870
C: 4.6842 -0.4840 -4.3668
C: 3.5712 -0.8385 -5.1207
C: 2.3905 -1.1934 -4.4933
C: 2.2910 -1.1876 -3.1010
P: 0.7139 -1.6150 -2.2450
C: -0.5991 -0.8648 -3.3051
C: -0.4025 0.2417 -4.1329
C: -1.4794 0.9044 -4.7051
C: -2.7777 0.5020 -4.4319
C: -2.9918 -0.5534 -3.5561
C: -1.9169 -1.2190 -2.9914
C: 0.7245 -3.3870 -2.7531
C: 1.8081 -4.1691 -2.3427
C: 1.8660 -5.5184 -2.6458
C: 0.8372 -6.1197 -3.3595
C: -0.2414 -5.3534 -3.7711
C: -0.2979 -3.9987 -3.4728
H: 5.4737 -0.2813 -2.3736
H: 5.6016 -0.1963 -4.8657
H: 3.6249 -0.8335 -6.2031
H: 1.5335 -1.4850 -5.0876
H: 0.5969 0.6106 -4.3148
H: -1.2993 1.7476 -5.3618
H: -3.6161 1.0272 -4.8727
H: -4.0026 -0.8450 -3.2969
H: -2.0968 -2.0093 -2.2683
H: 2.6017 -3.7105 -1.7662
H: 2.7149 -6.1108 -2.3251
H: 0.8752 -7.1769 -3.5932
H: -1.0449 -5.8122 -4.3351
H: -1.1500 -3.4189 -3.8017
S: 4.0430 -2.9841 2.6978
C: 2.6154 -3.8816 3.0433
C: 1.5301 -3.0845 2.9003
N: 1.8014 -1.7919 2.5283
C: 3.0753 -1.5980 2.3945
H: 2.6593 -4.9240 3.3100
H: 0.5053 -3.3941 3.0440
H: 3.5336 -0.6842 2.0509
C: -1.7669 -6.0102 0.1602
C: -0.4667 -5.4679 0.2066
C: -0.2860 -4.1214 0.3559
C: -1.3833 -3.2306 0.4659
C: -1.1881 -1.8233 0.6197
C: -2.3134 -1.0288 0.6278
C: -3.6156 -1.5655 0.5182
C: -3.8076 -2.9144 0.4192
C: -2.6931 -3.7843 0.3862
C: -2.8523 -5.1847 0.2456
H: -1.8936 -7.0803 0.0459
H: 0.3887 -6.1229 0.0915
H: 0.7137 -3.7014 0.3674
H: -2.2030 0.0476 0.6974
H: -4.4683 -0.8945 0.5024
H: -4.8048 -3.3363 0.3481
H: -3.8599 -5.5853 0.1954
C: -1.6677 3.7371 -0.9892
C: -0.8766 4.7486 -0.1585
C: -1.8311 5.7821 0.4426
C: 0.1722 5.4278 -1.0379
O: -0.1802 4.1537 0.9325
Si: -0.1358 2.6306 1.5512
S: 0.7774 1.3865 0.1484
O: -1.6550 2.1545 1.9504
C: -2.4110 2.1637 3.1609
C: -1.9102 1.0433 4.0735
C: -3.8603 1.9117 2.7516
C: -2.3200 3.5131 3.8785
O: 0.6511 2.7877 2.9846
C: 1.8893 3.3849 3.3637
C: 2.1498 2.9103 4.7935
C: 1.7692 4.9116 3.3533
C: 3.0215 2.9388 2.4420
H: -2.1753 4.2478 -1.8093
H: -2.4085 3.2338 -0.3650
H: -0.9992 2.9779 -1.3931
H: -2.3738 6.3111 -0.3434
H: -1.2719 6.5009 1.0443
H: -2.5458 5.2720 1.0911
H: -0.2956 5.9136 -1.8963
H: 0.8770 4.6736 -1.3914
H: 0.7222 6.1755 -0.4629
H: -2.0037 0.0807 3.5702
H: -2.4785 1.0172 5.0055
H: -0.8561 1.2125 4.2983
H: -3.9257 0.9916 2.1711
H: -4.2252 2.7356 2.1348
H: -4.4985 1.8200 3.6323
H: -1.2917 3.7044 4.1735
H: -2.9581 3.5117 4.7641
H: -2.6394 4.3157 3.2097
H: 1.3213 3.2140 5.4366
H: 3.0741 3.3431 5.1801
H: 2.2230 1.8219 4.8177
H: 0.9982 5.2338 4.0568
H: 1.4881 5.2534 2.3595
H: 2.7235 5.3571 3.6408
H: 3.0655 1.8499 2.4078
H: 3.9780 3.3317 2.7916
H: 2.8360 3.2899 1.4266

Cartesian forces (eV/Å) of the 6 atoms listed first:
0.1509 0.2061 -0.1232
-0.1144 -0.0913 -0.0547
-0.0628 0.0902 0.1277
0.2640 0.0333 0.3995
-0.2642 0.0117 -0.0101
0.0619 -0.0242 0.0280

Multiplicity: 1
Highest occupied orbital energy, eV: -4.85
Total energy, eV: -145448.5062
Total charge: -1
Energy relative to the best compared isomer or geometry (same formula, charge and spin), kcal per mole: 0.0
LUMO energy, eV: 2.344
Kohn-Sham gap, eV: 7.189

Here are the Mulliken charges for atoms 1 to 5, given in e: atom 1 (Zn): 0.400, atom 2 (O): -0.829, atom 3 (C): -0.223, atom 4 (O): -0.498, atom 5 (C): -0.019